Formula: C28H60F5N14O8S3
Source: the Open Molecules 2025 dataset
Level of theory: ωB97M-V/def2-TZVPD

Each line ends with the Löwdin charge.
Element x y z (Å)
1 C 0.24529 -1.69320 2.34853  -0.0760
2 C 1.46788 -1.08751 3.03020  -0.2440
3 N 2.76291 -1.51447 2.48538  -0.2240
4 C 2.94421 -2.97341 2.41445  -0.2569
5 C 2.73269 -3.61616 3.77632  -0.0746
6 C 3.11123 -0.82681 1.32867  -1.0806
7 S 2.97756 -1.35761 -0.20481  0.7631
8 S 3.82693 0.72255 1.80299  0.9700
9 C 3.66104 1.73752 0.33178  -0.4937
10 C 2.55751 2.80908 0.38898  -0.2044
11 C 1.27238 2.22643 0.98979  -0.1287
12 C -0.00815 2.94376 0.73668  -0.1813
13 N -0.80902 3.25456 1.71987  0.2180
14 C -1.93830 3.93189 1.31254  -0.1688
15 C -2.98397 4.42690 2.24079  -0.1206
16 C -3.83123 3.30478 2.82844  -0.1802
17 C -4.61777 2.59431 1.71619  -0.2063
18 C -6.00603 2.14223 2.17479  -0.1968
19 C -6.54917 0.94683 1.37473  -0.1809
20 C -7.33057 1.37243 0.10881  -0.1809
21 C -6.61231 1.05241 -1.20990  -0.2118
22 C -6.72103 -0.41053 -1.65044  -0.1633
23 C -5.70923 -1.36805 -1.03016  -0.2457
24 O -6.36211 -2.18341 -0.07274  -0.1945
25 C -5.47549 -3.07277 0.55658  -0.1190
26 C -1.84916 4.04068 -0.01098  -0.2397
27 N -2.71626 4.68539 -0.85989  0.1644
28 N -0.63392 3.40916 -0.39809  0.0311
29 S -0.15240 3.36974 -2.04375  0.8073
30 O -1.33678 3.61389 -2.78761  -0.2167
31 O 0.98927 4.18695 -2.22887  -0.1949
32 C 0.25655 1.59082 -2.46817  -0.4541
33 F -0.85374 1.02930 -2.92394  0.1678
34 F 0.68648 0.90467 -1.41474  0.1294
35 C 1.34694 1.54576 -3.58340  -0.5704
36 F 1.46893 0.28322 -3.98165  0.2059
37 F 0.97530 2.30705 -4.60910  0.1967
38 F 2.51946 1.97149 -3.10635  0.1690
39 H 0.30550 -1.63775 1.26191  0.0592
40 H 0.08684 -2.73022 2.63809  0.0703
41 H -0.63800 -1.13998 2.67532  0.0725
42 H 1.42022 -0.00229 2.92411  0.0735
43 H 1.43446 -1.28747 4.10016  0.1159
44 H 2.28654 -3.43958 1.67653  0.1009
45 H 3.96266 -3.19078 2.09946  0.1083
46 H 3.25737 -3.06175 4.55491  0.0859
47 H 1.67593 -3.63070 4.05658  0.0628
48 H 3.07292 -4.64529 3.73640  0.0623
49 H 4.62007 2.22497 0.16892  0.0691
50 H 3.49526 1.07794 -0.51859  0.0106
51 H 2.42469 3.16512 -0.62661  0.0810
52 H 2.89769 3.62027 1.03095  0.1245
53 H 1.39268 2.24636 2.07373  0.1126
54 H 1.14256 1.17634 0.73667  0.1006
55 H -0.56458 3.03445 2.67406  0.1954
56 H -2.49425 5.00059 3.03582  0.1298
57 H -3.62449 5.14141 1.72345  0.1067
58 H -3.24695 2.60177 3.42758  0.1140
59 H -4.53129 3.77038 3.52537  0.1200
60 H -4.04203 1.74060 1.35292  0.1117
61 H -4.75250 3.33532 0.92871  0.0766
62 H -5.97963 1.87612 3.23468  0.1105
63 H -6.68654 2.98717 2.06660  0.0976
64 H -7.15181 0.29669 2.00429  0.1109
65 H -5.69042 0.35968 1.04664  0.0794
66 H -8.27176 0.82077 0.09090  0.1089
67 H -7.54808 2.44013 0.14281  0.0987
68 H -7.06943 1.66513 -1.99083  0.1054
69 H -5.56388 1.36484 -1.15717  0.1018
70 H -7.72943 -0.77343 -1.45487  0.1196
71 H -6.58213 -0.44421 -2.73266  0.1076
72 H -5.28861 -2.02257 -1.80280  0.1186
73 H -4.88508 -0.82859 -0.54734  0.1062
74 H -4.94456 -3.69390 -0.17301  0.0866
75 H -6.05539 -3.72299 1.20728  0.0895
76 H -4.73859 -2.53857 1.16865  0.0836
77 H -2.97808 4.14969 -1.67591  0.0948
78 H -3.55654 4.94355 -0.35104  0.0774
79 C -6.48465 6.38123 0.56190  -0.6536
80 O -6.06014 5.23424 0.67546  0.0080
81 N -7.70069 6.74333 1.04936  0.1673
82 N -5.77919 7.37203 -0.05833  0.1625
83 H -8.07629 7.66915 0.96877  0.1027
84 H -8.24459 6.03551 1.50666  0.1105
85 H -4.88443 7.14281 -0.44497  0.0935
86 H -6.12009 8.30951 -0.15852  0.1021
87 C 5.68605 -6.02633 1.50408  -0.6716
88 O 4.85286 -5.66103 2.32868  0.0014
89 N 5.59258 -5.68105 0.18893  0.1661
90 N 6.75319 -6.80184 1.83988  0.1669
91 H 6.25795 -5.97736 -0.50103  0.0768
92 H 4.80878 -5.10266 -0.08488  0.0529
93 H 6.84705 -7.07459 2.79940  0.1036
94 H 7.43779 -7.11083 1.17120  0.0642
95 C 6.34091 4.25497 -3.41640  -0.6811
96 O 7.22287 4.85564 -2.83776  0.0384
97 N 5.48046 3.41070 -2.75410  0.1505
98 N 6.12754 4.36635 -4.76311  0.1492
99 H 4.74751 2.89736 -3.20280  0.0660
100 H 5.62378 3.30921 -1.76866  0.0846
101 H 6.74040 4.97437 -5.27299  0.1049
102 H 5.40557 3.87625 -5.25436  0.0885
103 C 2.43872 -5.14468 -1.74383  -0.6622
104 O 3.32256 -4.49649 -1.20402  -0.0285
105 N 1.87557 -6.23181 -1.14452  0.1668
106 N 1.95637 -4.82490 -2.98163  0.1561
107 H 1.15289 -6.78452 -1.56418  0.0961
108 H 2.22361 -6.48661 -0.23753  0.1090
109 H 2.36177 -4.03173 -3.44076  0.1011
110 H 1.23493 -5.34358 -3.44449  0.0941
111 C 8.68734 -7.75724 -1.49223  -0.6848
112 O 8.93518 -8.17959 -0.37510  0.0199
113 N 8.28022 -8.57302 -2.50801  0.1549
114 N 8.79629 -6.42780 -1.80937  0.1487
115 H 8.07782 -8.24765 -3.43357  0.0933
116 H 8.19403 -9.55071 -2.30260  0.1067
117 H 9.11335 -5.80735 -1.08762  0.1057
118 H 8.60682 -6.05851 -2.72152  0.0936

Atoms 1-3, force components in eV/Å:
-0.10 0.00 0.13
-0.12 0.42 0.21
0.04 -0.31 -0.54

For the electronic energy, the calculation gives -113342.302 eV. The value obtained for the strongest force on any atom is 1.2 eV Å⁻¹. As for the charge: +1. Its spin multiplicity is 1. For the HOMO-LUMO gap, the calculation gives 7.6 eV.

Formula: C20H27N5O
Source: the Open Molecules 2025 dataset
Level of theory: ωB97M-V/def2-TZVPD

Each line ends with the Löwdin charge.
Element x y z (Å)
1 C 4.27827 -2.43837 2.04253  -0.0849
2 O 2.88301 -2.31143 1.95936  -0.1317
3 C 2.09433 -3.06458 2.80260  -0.1896
4 C 2.62365 -3.91387 3.76139  -0.0341
5 C 1.80643 -4.62192 4.62785  -0.1009
6 C 0.43605 -4.48933 4.52928  -0.1007
7 C -0.10336 -3.66320 3.56328  -0.0275
8 C 0.69202 -2.92703 2.68134  -0.1557
9 N 0.05533 -2.14484 1.72943  -0.0934
10 C 0.64724 -1.76383 0.47088  -0.1274
11 C 1.14546 -0.30832 0.49125  -0.1246
12 N 0.06141 0.57131 0.85802  -0.0720
13 C -0.72942 1.21563 -0.04837  -0.2802
14 C -0.35608 1.45440 -1.37115  0.0534
15 C -1.24524 2.19143 -2.15795  -0.2882
16 N -1.00646 2.47025 -3.45708  -0.0757
17 C 0.21338 2.14769 -4.16149  -0.1660
18 C -0.02375 2.68121 -5.57454  -0.1691
19 C -0.97689 3.85254 -5.34352  -0.1673
20 C -1.88130 3.32307 -4.23494  -0.1597
21 N -2.40621 2.65392 -1.66127  0.1582
22 C -2.66174 2.38177 -0.39534  -0.4082
23 C -3.94326 2.91601 0.16676  -0.0265
24 N -1.89677 1.68858 0.42629  0.1503
25 C -0.49473 0.21044 2.14353  -0.1306
26 C -1.00585 -1.23970 2.11638  -0.1295
27 H 4.60710 -3.46119 1.83024  0.0974
28 H 4.65700 -2.13128 3.02334  0.0969
29 H 4.67694 -1.76928 1.28030  0.0946
30 H 3.69262 -4.01960 3.85849  0.0990
31 H 2.24849 -5.26850 5.37008  0.0989
32 H -0.21660 -5.03783 5.19154  0.0999
33 H -1.17626 -3.59354 3.46921  0.1102
34 H 1.45675 -2.44409 0.21848  0.1228
35 H -0.13539 -1.84693 -0.29689  0.1310
36 H 1.55904 -0.03812 -0.47785  0.1089
37 H 1.93266 -0.21310 1.24534  0.1200
38 H 0.57229 1.10230 -1.78333  0.0792
39 H 1.07344 2.64632 -3.69231  0.1258
40 H 0.39770 1.06822 -4.15611  0.1209
41 H -0.51334 1.91990 -6.18283  0.1118
42 H 0.90244 2.97607 -6.06381  0.1076
43 H -0.42137 4.72281 -4.99173  0.1128
44 H -1.53082 4.12827 -6.23811  0.1080
45 H -2.70929 2.73318 -4.64783  0.1233
46 H -2.30379 4.10078 -3.59729  0.1118
47 H -4.36948 2.20014 0.86391  0.0718
48 H -4.63859 3.12570 -0.64025  0.0702
49 H -3.74105 3.83991 0.70674  0.0774
50 H -1.31129 0.89672 2.36378  0.1077
51 H 0.29381 0.30587 2.89776  0.1303
52 H -1.38846 -1.50516 3.10018  0.1136
53 H -1.82006 -1.30940 1.38445  0.1301

Atoms 1-3, force components in eV/Å:
0.25 -0.01 0.03
-0.53 -0.10 0.18
-0.01 0.11 -0.09

The calculation puts the energy relative to the best compared isomer or geometry (same formula, charge and spin) at 0.790 eV. For the electronic energy, the calculation gives -30676.532 eV. Its SMILES is COc1ccccc1N1CCN(c2cc(N3CCCC3)nc(C)n2)CC1. The value obtained for the strongest force on any atom is 0.6 eV Å⁻¹. Its spin multiplicity is 1. For the HOMO-LUMO gap, the calculation gives 7.9 eV.

Formula: C2H9InO4
Source: the Open Molecules 2025 dataset
Level of theory: ωB97M-V/def2-TZVPD

Each line ends with the Löwdin charge.
Element x y z (Å)
1 In 1.52306 1.33480 0.03101  1.3322
2 O 1.80284 -0.96783 1.49364  -0.3860
3 H 2.61970 -1.36789 1.15867  -0.0752
4 O 2.17563 4.04084 0.72759  -0.4027
5 H 2.30620 4.56927 1.52809  -0.0689
6 O 2.07469 1.92065 -2.71576  -0.3499
7 H 2.12213 2.88842 -2.76349  -0.0644
8 C -1.82919 -1.99570 0.67953  -0.0801
9 C -1.96262 -0.73594 -0.20702  -0.2366
10 O -0.63016 -0.47702 -0.73321  -0.1994
11 H -2.66869 -2.47407 1.18191  0.0740
12 H -1.13113 -1.78601 1.49512  0.0694
13 H -1.27008 -2.74974 0.12101  0.0722
14 H -2.34519 0.09889 0.37030  0.1169
15 H -2.42013 -1.03415 -1.15021  0.1129
16 H -0.36707 -1.26450 -1.21719  0.0856

Atoms 1-3, force components in eV/Å:
1.03 0.02 -0.46
-0.27 2.17 -1.36
-0.01 0.19 -0.05

The calculation puts the energy relative to the best compared isomer or geometry (same formula, charge and spin) at 1.184 eV. For the electronic energy, the calculation gives -15575.673 eV. The value obtained for the strongest force on any atom is 2.7 eV Å⁻¹. Its spin multiplicity is 1. For the HOMO-LUMO gap, the calculation gives 5.3 eV.

Formula: C8H24B2O28
Source: the Open Molecules 2025 dataset
Level of theory: ωB97M-V/def2-TZVPD

Each line ends with the Löwdin charge.
Element x y z (Å)
1 O 2.08100 -19.96400 4.12200  0.1286
2 C 3.13800 -19.33800 4.25500  -0.4046
3 O 3.43900 -18.78900 5.36100  0.3050
4 B 4.83100 -18.39300 5.25700  -0.8208
5 O 5.15900 -18.65200 3.82700  0.2983
6 C 4.13800 -19.14000 3.33300  -0.4294
7 O 4.08900 -19.45100 2.12900  0.1172
8 O 5.77500 -19.04700 6.19200  0.3167
9 C 6.52700 -18.10800 6.59500  -0.4603
10 O 7.69100 -18.26100 6.86300  0.1523
11 C 5.98100 -16.86900 6.26200  -0.4837
12 O 5.01600 -16.98200 5.50900  0.3198
13 O 6.17200 -15.86100 6.93500  0.1640
14 O 5.59600 -13.29800 5.02100  0.1213
15 C 4.67600 -14.11500 4.96500  -0.4907
16 O 4.45400 -14.69700 3.92600  0.3031
17 B 3.04300 -15.13100 3.95900  -0.7515
18 O 2.61900 -14.77300 5.33800  0.3288
19 C 3.55000 -14.18100 5.86700  -0.4627
20 O 3.53100 -13.82200 7.03000  0.1180
21 O 2.19000 -14.35600 3.03600  0.2968
22 C 1.61700 -15.17400 2.26500  -0.4733
23 O 1.17900 -14.83300 1.20600  0.1831
24 C 1.93800 -16.49500 2.59100  -0.3816
25 O 2.72800 -16.51800 3.56800  0.3023
26 O 1.64100 -17.54800 1.99200  0.1181
27 O 6.92600 -18.70700 1.56700  -0.0380
28 H 7.18800 -18.75800 2.47600  -0.0152
29 H 6.14200 -19.26800 1.52200  0.0347
30 O 0.97200 -19.99600 1.51800  -0.0644
31 H 1.12700 -20.47400 2.32400  -0.0064
32 H 1.23200 -19.09100 1.63300  -0.0502
33 O 1.43400 -17.97000 7.19900  -0.0077
34 H 1.58400 -18.85800 6.97400  0.0065
35 H 2.16700 -17.65400 7.68200  -0.0334
36 O 9.98500 -16.49900 5.75200  -0.0853
37 H 9.27300 -15.99700 5.29700  -0.0025
38 H 9.54700 -16.95600 6.48400  0.0125
39 O -0.13700 -18.27700 4.45600  -0.0380
40 H 0.16000 -17.64200 5.10300  0.0111
41 H 0.56900 -18.91700 4.43300  -0.0210
42 O 8.14000 -16.15000 9.83400  -0.0425
43 H 7.36300 -16.31800 10.35900  0.0209
44 H 8.27800 -16.85300 9.21100  0.0081
45 O 4.86500 -13.96500 9.31500  -0.0598
46 H 5.71600 -13.81100 8.91900  0.0261
47 H 4.20100 -13.78000 8.66100  -0.0284
48 O 7.87000 -15.04000 4.65000  -0.0158
49 H 8.43800 -14.38300 4.35100  0.0283
50 H 7.08300 -14.52500 4.94700  0.0390
51 O 3.31800 -18.43600 -0.09800  -0.0610
52 H 3.26200 -17.47300 0.08500  0.0455
53 H 3.52000 -18.83300 0.72800  -0.0654
54 O 6.23600 -16.23600 2.31100  -0.0304
55 H 5.96700 -16.19900 3.21300  -0.0209
56 H 6.04600 -17.12800 1.98300  0.0037
57 O 3.65400 -16.92700 8.65800  -0.0096
58 H 4.49900 -16.90300 9.14200  0.0651
59 H 3.60800 -16.03900 8.40500  -0.0053
60 O 8.49200 -18.25500 3.89000  -0.0105
61 H 7.86000 -17.60300 3.63600  -0.0012
62 H 8.73100 -18.11200 4.79200  -0.0035

Atoms 1-3, force components in eV/Å:
1.85 0.64 -0.20
-7.43 -2.86 2.06
1.50 0.72 2.38

The calculation puts the energy relative to the best compared isomer or geometry (same formula, charge and spin) at 4.875 eV. For the electronic energy, the calculation gives -67380.804 eV. The value obtained for the strongest force on any atom is 9.3 eV Å⁻¹. As for the charge: -2. Its spin multiplicity is 1. For the HOMO-LUMO gap, the calculation gives 9.1 eV.

Formula: C4H8NO
Source: the Open Molecules 2025 dataset
Level of theory: ωB97M-V/def2-TZVPD

Each line ends with the Löwdin charge.
Element x y z (Å)
1 C 1.05014 1.21844 -3.86381  -0.0151
2 C 0.89641 0.73313 0.18988  0.2095
3 C -1.32219 -0.24839 0.03564  -0.0139
4 C 0.17443 -0.89468 1.77769  -0.0003
5 N 0.04511 -0.14443 0.51839  -0.1842
6 O 1.27748 1.12892 -4.97102  0.0386
7 H 1.68373 0.70281 0.90477  0.1185
8 H 0.75125 1.45293 -0.60277  0.1243
9 H -1.35971 -1.20255 -0.61924  0.1484
10 H -2.18224 -0.11268 0.74763  0.1365
11 H -1.45016 0.52058 -0.77888  0.1125
12 H 1.17418 -0.84051 2.20514  0.1144
13 H -0.40213 -0.48183 2.55510  0.0970
14 H -0.33630 -1.83173 1.90148  0.1138

Atoms 1-3, force components in eV/Å:
0.31 -0.15 -1.50
-0.30 -0.49 0.63
-1.00 -0.25 -4.26

The calculation puts the energy relative to the best compared isomer or geometry (same formula, charge and spin) at 1.576 eV. For the electronic energy, the calculation gives -7806.527 eV. The value obtained for the strongest force on any atom is 4.4 eV Å⁻¹. As for the charge: +1. Its spin multiplicity is 1. For the HOMO-LUMO gap, the calculation gives 11.3 eV.